{
  "formula": "C26H25F24N2O9P",
  "method": "ωB97M-V/def2-TZVPD",
  "elements": ["P", "F", "F", "F", "F", "F", "F", "F", "F", "F", "F", "F", "F", "F", "F", "F", "F", "F", "F", "F", "F", "F", "F", "F", "F", "O", "O", "O", "O", "O", "O", "O", "O", "O", "N", "N", "C", "C", "C", "C", "C", "C", "C", "C", "C", "C", "C", "C", "C", "C", "C", "C", "C", "C", "C", "C", "C", "C", "C", "C", "C", "C", "H", "H", "H", "H", "H", "H", "H", "H", "H", "H", "H", "H", "H", "H", "H", "H", "H", "H", "H", "H", "H", "H", "H", "H", "H"],
  "positions_angstrom": [[-2.6461, 6.4177, -1.5631], [-4.8297, -0.6605, 0.0120], [1.5847, -1.8215, -0.2800], [7.0207, -7.5430, 1.3602], [4.6562, -7.6364, 3.0019], [3.7816, -1.7152, -4.0510], [6.7329, -3.4310, 2.8358], [2.8850, -4.3919, -0.3144], [-4.9768, 1.3866, 1.6777], [-4.6174, 3.1627, -0.3528], [4.0870, -2.0610, -0.5475], [-5.6933, 1.4394, -1.1112], [7.6326, -5.3089, 2.2746], [6.1843, -4.2690, 0.1922], [5.8189, -8.7457, 4.4586], [5.0800, -5.9551, 1.0040], [-7.6088, -0.0991, -0.7030], [0.9449, -5.2671, -0.7346], [2.1591, -1.4414, -2.6591], [-6.1474, 3.1975, 1.9193], [4.4454, -0.2644, -1.7184], [-8.1226, -1.8607, 0.4284], [-5.8497, -2.1296, -1.2229], [0.8756, -3.2818, 1.1583], [6.2702, -9.5140, 1.8650], [1.7528, 5.3600, -1.4410], [3.1597, -3.4368, -2.8396], [-7.1885, -0.1848, 1.4987], [-3.3931, 8.0570, 2.3187], [-3.8516, 7.1440, -1.0888], [-1.9918, 7.3323, -2.7943], [5.8526, -5.2774, 3.6384], [-3.1531, 4.9739, -2.2095], [-3.4161, 5.8559, 2.1865], [-0.1309, 6.4128, -0.8099], [-1.6851, 0.8876, -1.7926], [5.5248, -4.7158, 1.2894], [-1.3355, 1.9361, -1.0358], [-1.2774, 4.6713, 0.3851], [-7.1870, -0.8958, 0.2977], [0.6974, 5.2559, -0.8759], [-7.3169, 1.2352, 1.4394], [-5.8361, -1.5556, 0.0035], [6.3847, -6.5047, 4.1351], [1.8998, -3.9514, -2.4075], [0.6523, 2.6351, -2.3212], [3.3464, -2.0550, -2.8180], [0.0581, 3.9960, -0.1637], [0.2260, 1.5205, -3.1374], [6.4482, -4.7104, 2.5109], [6.8260, -8.3928, 2.3878], [0.9538, -3.0067, -0.1682], [-5.7907, 2.4847, -0.2686], [5.9127, -7.8100, 3.4683], [-6.0409, 2.0554, 1.1777], [-0.2256, 2.8450, -1.1633], [1.6897, -4.1359, -0.8940], [-1.4274, 6.1436, -0.1464], [-2.8803, 7.0912, 1.8550], [4.3888, -1.6153, -1.7844], [-0.8959, 0.6696, -2.8651], [-1.6819, 7.3057, 0.8870], [-8.1405, 1.5368, 0.7897], [1.5383, 3.2582, -2.5315], [-1.9970, 2.1228, -0.1553], [-6.5869, 3.1435, -0.6252], [-1.9110, 8.2243, 0.2867], [0.3708, 7.2573, -0.5466], [-5.6140, -2.3223, 0.7504], [-1.1176, -0.1712, -3.5463], [-7.6427, 1.5076, 2.4445], [1.0674, -3.4245, -2.8773], [-3.9112, 5.4767, 1.4379], [7.4712, -6.4608, 4.2302], [-1.9233, 6.7603, -3.5805], [6.0181, -6.5482, 5.1619], [-1.2616, 4.5796, 1.4997], [-2.2410, 4.1891, 0.0961], [0.8232, 1.3037, -4.0524], [5.3774, -1.9984, -2.0503], [-0.0646, -2.8963, -0.5505], [1.8699, -4.9545, -2.8359], [0.6133, 3.7781, 0.7732], [7.7998, -8.6625, 2.8053], [-0.7171, 7.5378, 1.4102], [-3.2114, 5.0119, -3.1789], [4.6554, -4.0763, 1.4611]],
  "mulliken_charge": [0.91, -0.19, -0.20, -0.18, -0.26, -0.32, -0.30, -0.20, -0.27, -0.29, -0.21, -0.21, -0.28, -0.30, -0.33, -0.27, -0.28, -0.34, -0.25, -0.34, -0.26, -0.30, -0.26, -0.29, -0.28, -0.64, -0.42, -0.41, -0.52, -0.78, -0.54, -0.39, -0.38, -0.48, -0.28, -0.47, 0.49, -0.25, -0.43, 0.75, 0.04, -0.84, 0.20, -0.70, -0.72, -0.53, 0.76, 0.27, -0.34, 0.67, 0.09, 0.02, 0.02, 0.87, 1.00, 0.28, 0.92, 1.11, 0.47, 0.21, -0.63, -1.15, 0.36, 0.49, 0.37, 0.26, 0.39, 0.32, 0.24, 0.41, 0.42, 0.35, 0.28, 0.33, 0.27, 0.41, 0.42, -0.19, 0.37, 0.25, 0.31, 0.41, 0.57, 0.27, 0.51, 0.26, 0.15],
  "gap_ev": 9.5152,
  "smiles": "O=C(O)C[C@]1(P(=O)(O)O)C[C@@H](c2cccnc2)C(=O)N1.FC(F)C(F)(F)COC(F)(F)C(F)F.FC(F)C(F)(F)COC(F)(F)C(F)F.FC(F)C(F)(F)COC(F)(F)C(F)F",
  "lumo_energy_ev": -0.085,
  "max_force_ev_per_a": 3.6
}

=====

{
  "formula": "C31H75N10O10",
  "method": "ωB97M-V/def2-TZVPD",
  "elements": ["O", "O", "O", "O", "O", "O", "O", "O", "O", "O", "N", "N", "N", "N", "N", "N", "N", "N", "N", "N", "C", "C", "C", "C", "C", "C", "C", "C", "C", "C", "C", "C", "C", "C", "C", "C", "C", "C", "C", "C", "C", "C", "C", "C", "C", "C", "C", "C", "C", "C", "C", "H", "H", "H", "H", "H", "H", "H", "H", "H", "H", "H", "H", "H", "H", "H", "H", "H", "H", "H", "H", "H", "H", "H", "H", "H", "H", "H", "H", "H", "H", "H", "H", "H", "H", "H", "H", "H", "H", "H", "H", "H", "H", "H", "H", "H", "H", "H", "H", "H", "H", "H", "H", "H", "H", "H", "H", "H", "H", "H", "H", "H", "H", "H", "H", "H", "H", "H", "H", "H", "H", "H", "H", "H", "H", "H"],
  "positions_angstrom": [[3.7108, -0.2710, -5.7330], [0.0820, -1.0101, -1.7387], [-1.8955, -0.3704, 2.1049], [2.7437, 2.1473, -1.7254], [2.3503, -3.9749, 1.2811], [-3.6793, -5.8247, -3.9751], [-2.3530, -0.3844, -5.3543], [-0.1740, -1.2842, 4.5834], [-0.6362, 2.3163, 1.1154], [2.1287, 1.6448, 3.0792], [-0.3798, 4.5093, 1.3000], [3.0060, 4.3202, -1.3409], [-2.8401, 1.7545, -5.7423], [3.8161, 0.4222, -3.6194], [-3.9195, 0.5841, 1.8613], [1.0005, -0.4049, 1.7837], [-0.0649, -2.7811, 6.1522], [1.9657, -2.6308, 2.9826], [4.1862, 1.1093, 3.8285], [-4.8330, -3.9393, -3.6799], [1.4336, -2.7341, 6.3883], [-2.2754, -2.0948, 5.2169], [-2.6002, 3.5818, 0.4751], [5.1824, 0.3224, -3.2679], [0.8765, 4.5423, 1.8961], [1.6873, -3.5714, 2.1512], [-0.6846, -2.0862, 5.2908], [-2.2364, 0.4195, -7.6986], [-4.3103, -0.0913, 0.6954], [-0.0938, -0.7001, -0.3312], [0.8720, 3.4708, -2.3144], [1.6988, 0.2583, -4.7410], [0.1679, -3.9626, 2.3405], [-2.5334, 1.2190, 3.6743], [-3.0264, 2.1519, -4.3548], [-2.4968, 0.5542, -6.1910], [-6.1619, -5.9288, -3.9441], [2.2823, -0.9532, -0.1728], [2.8854, 1.3631, 3.9291], [3.1675, 0.1105, -4.7091], [4.3779, 4.2927, -0.7360], [-1.1056, 3.4896, 0.9262], [2.3086, 1.0068, 5.3030], [3.3721, -2.1516, 3.0691], [2.2552, 3.3042, -1.7578], [1.0568, -0.2180, 0.2904], [-2.7502, 0.4162, 2.5884], [-4.7892, -5.3139, -3.8205], [4.8163, 1.4378, 2.5255], [-1.1724, -1.2977, -2.3415], [-3.6944, -2.9908, -3.5115], [-5.3461, -0.2030, 0.4569], [1.6283, 0.2975, 2.1623], [-6.5533, -6.1928, -5.0248], [0.9668, 4.5081, 2.9827], [5.6104, -0.3044, -4.0977], [1.3002, -2.4344, 3.6671], [-6.2534, -6.6473, -3.2859], [4.1374, -2.7853, 2.8462], [4.7572, 0.8747, 4.5398], [-2.9318, 2.4900, -6.7164], [0.3707, 4.1839, -1.7812], [3.2440, -0.2961, 0.0224], [0.3317, -5.0118, 1.7708], [-2.9541, -0.3047, -8.0783], [-4.1762, -2.0397, -2.9582], [-7.0111, -5.3365, -3.5286], [-2.6361, -1.2798, 5.9862], [-2.6333, -2.1056, 4.3229], [4.6026, 0.5731, 1.8897], [1.2710, -1.1912, 2.0500], [3.3978, 0.9312, -2.8495], [4.2141, 2.1784, 1.8612], [2.3475, -1.0903, -1.0982], [-3.8884, 0.6891, -0.0739], [-5.7561, -3.6428, -3.8977], [1.5261, -2.0237, 6.9976], [-0.7927, -2.2104, -3.1024], [-2.9332, 4.5567, 0.5185], [0.8646, 3.8277, -3.2711], [2.7239, 1.4475, 6.0310], [1.1074, 0.9672, 0.1820], [5.0994, 4.6956, -1.4836], [-3.3318, 3.0501, 1.2084], [-2.4028, 1.2679, -8.1129], [5.8790, 1.1743, -3.0541], [-3.0883, 2.2513, 3.7125], [0.2315, 2.6587, -2.0887], [-2.7400, 0.7310, 4.6494], [-0.2184, -4.1312, 3.2197], [3.4462, -1.2034, 2.4197], [-2.6836, 3.1723, -0.4521], [0.9496, -0.3096, -4.0303], [1.4590, 1.2395, -4.5807], [4.5680, 4.9411, 0.0341], [-3.4225, 3.2878, -4.1007], [-3.2511, -2.7310, -4.3841], [-0.7200, 0.0794, -0.3759], [1.2922, 0.3231, -5.8486], [-0.5879, -3.5808, 6.7103], [1.6313, 3.7570, 1.4046], [-1.9798, -1.7524, -1.6953], [-1.5328, -0.3654, -2.7495], [-2.3782, -3.0657, 5.6210], [1.0653, 5.7106, 1.9526], [2.6545, 5.1795, -1.4351], [1.9773, -2.6430, 5.6107], [3.6287, -1.7466, 4.1873], [-0.5300, -3.1915, 1.5460], [-1.4782, 1.2483, 3.7953], [-3.9862, -0.9634, 0.5516], [1.2329, 1.0688, 5.3378], [4.6762, 3.2448, -0.3132], [-1.1160, 0.0684, -7.7443], [5.7996, 1.8267, 2.9555], [-3.7106, 1.4596, -3.7665], [0.0157, -0.0899, 2.1545], [-2.1332, 1.9992, -3.7589], [-2.9121, -3.3326, -2.9463], [-0.8858, 5.1504, 0.9619], [5.2133, -0.4686, -2.3162], [1.7018, -3.8503, 6.7938], [-4.4808, 1.2915, 2.1134], [2.0089, -0.1502, 5.5476], [-0.6152, -1.5222, 0.1064], [2.3945, -1.9827, 0.0879]],
  "mulliken_charge": [-0.71, -0.36, -0.60, -0.74, -0.61, -0.63, -0.58, -0.26, -0.42, -0.62, -0.14, -0.16, -0.21, 0.13, -0.12, 2.50, -0.12, -0.15, -0.02, -0.17, -0.84, -1.52, -0.98, -0.91, -0.76, 0.68, 0.66, -1.28, -1.08, -1.33, -1.62, -0.61, -0.90, -0.51, -0.27, 0.66, -1.13, -2.01, 0.80, 0.79, -0.86, 0.75, -2.01, -0.93, 0.62, 3.07, 0.52, 0.66, -0.58, -0.41, -0.90, 0.41, -0.24, 0.23, 0.31, 0.40, -0.13, 0.39, 0.61, 0.20, 0.31, 0.80, -0.03, 0.34, 0.29, 0.18, 0.31, 0.17, 0.28, 0.18, -0.28, 0.14, 0.02, 1.08, 0.18, 0.25, 0.59, 0.28, 0.61, 0.58, 0.97, -1.29, 0.36, -0.04, 0.57, 0.25, 0.32, 0.09, 0.18, 0.44, 0.02, 0.16, 0.15, 0.17, 0.41, 0.26, 0.41, 0.88, 0.23, 0.30, 0.12, 0.27, 0.13, 0.69, 0.34, 0.17, 0.04, 0.15, -0.01, -0.13, 0.36, 0.28, 0.15, 0.22, 0.43, 0.24, -0.74, -0.21, 0.41, 0.10, 0.19, 0.27, 0.26, 0.18, -0.24, 0.26],
  "gap_ev": 8.2526,
  "charge": 1,
  "lumo_energy_ev": -1.857,
  "max_force_ev_per_a": 12.3
}